(1)
Here is a molecular structure, C2H2NO2S2 from the Open Molecules 2025 dataset. Energies are from ωB97M-V with the def2-TZVPD basis set.

Geometry as ORCA input:
```
! wB97M-V def2-TZVPD RIJCOSX def2/J DEFGRID3
* xyz -1 1
C 0.95694 -0.24873 -1.57066
C 0.27320 0.30740 -0.31864
N 0.78768 1.63935 -0.14303
O 0.50745 -1.32213 -1.95868
O 1.88065 0.42480 -2.07807
S 2.39724 1.93897 -0.66588
S 1.41616 2.50639 1.12684
H -1.11403 0.56923 -0.36016
H 0.32329 -0.38867 0.47301
*
```

Results
Energy above the lowest of the compared OMol25 structures with the same formula, charge and spin = 82.7 kcal per mole
HOMO level = -3.93 eV
Kohn-Sham gap = 0.26976 hartree
LUMO level = 0.125 Ha

How is the electron density shared among the atoms? According to Löwdin, the charges in e are: atom 1 (C): -0.755, atom 2 (C): -0.230, atom 3 (N): -0.930, atom 4 (O): -0.027, atom 5 (O): -0.216, atom 6 (S): 0.557, atom 7 (S): 0.344, atom 8 (H): 0.190, atom 9 (H): 0.066

***

(2)
Here is 2 unconnected molecules or ions with the total composition C2H2NO3 from the Open Molecules 2025 dataset. Energies are from ωB97M-V with the def2-TZVPD basis set.

Geometry as ORCA input:
```
! wB97M-V def2-TZVPD RIJCOSX def2/J DEFGRID3
* xyz -1 1
C 1.53815 -2.16511 -0.04018
C 0.12209 -1.71345 0.38372
N -0.12076 -0.53708 1.18090
O 1.94851 -3.14919 0.62192
O 1.99590 -1.49938 -0.91561
O -0.52620 -0.69714 -0.19023
H -1.28415 -3.08910 1.03930
H -0.81871 -0.61757 1.87202
*
```

Results
Energy above the lowest of the compared OMol25 structures with the same formula, charge and spin = 170.0 kcal per mole
HOMO level (spin up / spin down) = -4.40 / -4.41 eV
Kohn-Sham gap (spin up / spin down) = 0.29970 / 0.30038 hartree
LUMO level (spin up / spin down) = 0.138 / 0.138 Ha

How is the electron density shared among the atoms? According to Löwdin, the charges in e are: atom 1 (C): -0.776, atom 2 (C): -0.287, atom 3 (N): 0.045, atom 4 (O): -0.090, atom 5 (O): 0.036, atom 6 (O): -0.050, atom 7 (H): 0.074, atom 8 (H): 0.048

***

(3)
Here is a gas-phase ion, C2H2NO3 (charge -1) from the Open Molecules 2025 dataset. Energies are from ωB97M-V with the def2-TZVPD basis set.

Geometry as ORCA input:
```
! wB97M-V def2-TZVPD RIJCOSX def2/J DEFGRID3
* xyz -1 1
O 1.54038 -0.14504 1.39401
C 1.08355 -0.50861 0.34116
N -0.24731 -0.54577 -0.02723
C -0.93217 0.73997 -0.51874
O -0.28026 1.38631 -1.33930
O -2.05807 0.86373 -0.02794
H 1.80236 -0.84850 -0.43753
H -0.90848 -0.94208 0.61557
*
```

Results
Energy above the lowest of the compared OMol25 structures with the same formula, charge and spin = 22.2 kcal per mole
HOMO level = -4.67 eV
Kohn-Sham gap = 0.32807 hartree
SMILES = O=CNC(=O)[O-]
LUMO level = 0.157 Ha

How is the electron density shared among the atoms? According to Löwdin, the charges in e are: atom 1 (O): 0.020, atom 2 (C): -0.390, atom 3 (N): 0.049, atom 4 (C): -0.768, atom 5 (O): -0.051, atom 6 (O): -0.060, atom 7 (H): 0.110, atom 8 (H): 0.090

***

(4)
Here is a gas-phase ion, C2H2NO3 (charge -1) from the Open Molecules 2025 dataset. Energies are from ωB97M-V with the def2-TZVPD basis set.

Geometry as ORCA input:
```
! wB97M-V def2-TZVPD RIJCOSX def2/J DEFGRID3
* xyz -1 1
C -1.45778 -0.03566 0.09530
C 1.34859 0.51631 -0.02982
N 0.13900 -0.52434 0.04870
O 0.97509 1.66300 0.06377
O 0.34766 -1.75055 0.07255
O 2.38724 -0.07807 -0.17637
H -2.17910 -0.80492 -0.03565
H -1.56070 1.01424 -0.03849
*
```

Results
Energy above the lowest of the compared OMol25 structures with the same formula, charge and spin = 111.0 kcal per mole
HOMO level (spin up / spin down) = -3.69 / -4.24 eV
Kohn-Sham gap (spin up / spin down) = 0.29318 / 0.31818 hartree
SMILES = C=[N+]([O-])C(=O)[O-]
LUMO level (spin up / spin down) = 0.158 / 0.162 Ha

How is the electron density shared among the atoms? According to Löwdin, the charges in e are: atom 1 (C): 0.079, atom 2 (C): -0.753, atom 3 (N): -0.180, atom 4 (O): -0.013, atom 5 (O): -0.107, atom 6 (O): 0.009, atom 7 (H): -0.015, atom 8 (H): -0.020

***

The highest energy above the lowest of the compared OMol25 structures with the same formula, charge and spin belongs to which entry?
number 2

***

Look up the energy above the lowest of the compared OMol25 structures with the same formula, charge and spin of the fourth one.
111.0 kcal per mole

***

What did the first record say?
Here is a molecular structure, C2H2NO2S2 from the Open Molecules 2025 dataset. Energies are from ωB97M-V with the def2-TZVPD basis set.

Geometry as ORCA input:
```
! wB97M-V def2-TZVPD RIJCOSX def2/J DEFGRID3
* xyz -1 1
C 0.95694 -0.24873 -1.57066
C 0.27320 0.30740 -0.31864
N 0.78768 1.63935 -0.14303
O 0.50745 -1.32213 -1.95868
O 1.88065 0.42480 -2.07807
S 2.39724 1.93897 -0.66588
S 1.41616 2.50639 1.12684
H -1.11403 0.56923 -0.36016
H 0.32329 -0.38867 0.47301
*
```

Results
Energy above the lowest of the compared OMol25 structures with the same formula, charge and spin = 82.7 kcal per mole
HOMO level = -3.93 eV
Kohn-Sham gap = 0.26976 hartree
LUMO level = 0.125 Ha

How is the electron density shared among the atoms? According to Löwdin, the charges in e are: atom 1 (C): -0.755, atom 2 (C): -0.230, atom 3 (N): -0.930, atom 4 (O): -0.027, atom 5 (O): -0.216, atom 6 (S): 0.557, atom 7 (S): 0.344, atom 8 (H): 0.190, atom 9 (H): 0.066